Computed, not measured: an isolated molecule of CH3Cl2OP in a non-equilibrium geometry, with the ωB97M-V functional and the def2-TZVPD basis.

The calculation puts the HOMO energy at -9.30 eV. As for the spin multiplicity: 1. Its total energy is -1376.8896 hartree. As for the relative energy (zero: lowest compared OMol25 entry of this formula, charge and spin): 190.4 kJ/mol. The LUMO energy comes out at 0.63 eV.

Positions of all 8 atoms, in Å:
1 O 0.235 0.923 0.500
2 C -0.205 -0.057 -0.357
3 P -2.018 0.209 -0.983
4 Cl -1.762 1.818 -2.113
5 Cl -1.773 -1.231 -2.342
6 H -0.100 1.045 1.343
7 H 0.193 0.203 -1.308
8 H 0.161 -1.130 -0.171